{
  "formula": "C42H105FeO28P7",
  "method": "the ωB97M-V functional and the def2-TZVPD basis",
  "e_lumo_ev": [-5.154, -9.942],
  "e_tot_ev": -201991.949,
  "multiplicity": 6,
  "charge": 3,
  "gap_ev": [11.7, 6.9],
  "largest_force_ev_per_a": 5.62,
  "symbols": ["Fe", "C", "C", "O", "P", "O", "O", "C", "C", "O", "C", "C", "H", "H", "H", "H", "H", "H", "H", "H", "H", "H", "H", "H", "H", "H", "H", "C", "C", "O", "P", "O", "O", "C", "C", "O", "C", "C", "H", "H", "H", "H", "H", "H", "H", "H", "H", "H", "H", "H", "H", "H", "H", "C", "C", "O", "P", "O", "O", "C", "C", "O", "C", "C", "H", "H", "H", "H", "H", "H", "H", "H", "H", "H", "H", "H", "H", "H", "H", "C", "C", "O", "P", "O", "O", "C", "C", "O", "C", "C", "H", "H", "H", "H", "H", "H", "H", "H", "H", "H", "H", "H", "H", "H", "H", "C", "C", "O", "P", "O", "O", "C", "C", "O", "C", "C", "H", "H", "H", "H", "H", "H", "H", "H", "H", "H", "H", "H", "H", "H", "H", "C", "C", "O", "P", "O", "O", "C", "C", "O", "C", "C", "H", "H", "H", "H", "H", "H", "H", "H", "H", "H", "H", "H", "H", "H", "H", "C", "C", "O", "P", "O", "O", "C", "C", "O", "C", "C", "H", "H", "H", "H", "H", "H", "H", "H", "H", "H", "H", "H", "H", "H", "H"],
  "coordinates": [[4.38, -19.62, 20.11], [2.70, -16.37, 14.73], [2.64, -17.05, 16.07], [2.79, -18.43, 15.84], [2.41, -19.53, 16.99], [3.10, -19.31, 18.30], [2.76, -20.88, 16.27], [4.01, -21.12, 15.75], [3.81, -22.62, 15.36], [0.74, -19.48, 16.97], [0.00, -19.73, 15.83], [-0.54, -21.22, 15.94], [1.83, -16.60, 14.12], [2.65, -15.30, 14.91], [3.55, -16.71, 14.13], [3.40, -16.70, 16.77], [1.61, -16.97, 16.42], [4.21, -20.41, 14.94], [4.73, -20.94, 16.55], [3.85, -23.34, 16.17], [2.81, -22.86, 15.02], [4.53, -22.84, 14.57], [-0.89, -19.12, 15.68], [0.63, -19.57, 14.96], [-1.06, -21.49, 15.02], [0.26, -21.96, 15.95], [-1.19, -21.30, 16.81], [2.00, -24.80, 21.87], [1.85, -23.29, 22.08], [1.06, -22.88, 20.99], [1.80, -22.26, 19.66], [2.93, -21.32, 19.97], [2.20, -23.63, 18.85], [1.17, -24.44, 18.24], [1.73, -25.82, 17.89], [0.59, -21.62, 18.84], [-0.28, -20.85, 19.52], [-1.45, -21.62, 20.13], [1.04, -25.26, 21.61], [2.64, -25.05, 21.03], [2.39, -25.11, 22.84], [1.29, -23.09, 23.00], [2.80, -22.75, 22.10], [0.30, -24.33, 18.88], [0.75, -23.93, 17.37], [2.00, -26.44, 18.74], [0.91, -26.38, 17.43], [2.63, -25.75, 17.28], [0.19, -20.22, 20.28], [-0.74, -20.18, 18.79], [-2.06, -20.88, 20.65], [-2.15, -22.11, 19.44], [-1.28, -22.38, 20.89], [5.56, -13.74, 18.03], [5.04, -14.81, 18.96], [3.71, -15.19, 18.74], [2.90, -16.07, 19.83], [3.53, -17.46, 20.07], [2.69, -15.15, 21.14], [2.13, -13.87, 21.00], [0.85, -13.90, 21.93], [1.46, -16.05, 19.20], [0.47, -16.90, 19.72], [-0.77, -16.98, 18.86], [6.64, -13.82, 17.91], [5.24, -13.81, 16.99], [5.46, -12.82, 18.60], [5.61, -15.74, 18.88], [5.31, -14.48, 19.96], [2.76, -13.09, 21.44], [1.85, -13.53, 20.00], [0.41, -12.94, 22.20], [0.03, -14.45, 21.48], [1.16, -14.30, 22.89], [0.87, -17.90, 19.84], [0.21, -16.55, 20.72], [-0.47, -17.33, 17.87], [-1.61, -17.52, 19.30], [-1.22, -16.00, 18.72], [8.68, -14.63, 19.46], [8.64, -15.84, 20.52], [7.32, -16.40, 20.49], [6.66, -17.35, 21.65], [5.78, -18.48, 21.20], [5.88, -16.28, 22.58], [6.55, -15.20, 23.18], [5.63, -14.58, 24.27], [7.98, -17.91, 22.50], [7.77, -18.57, 23.75], [8.82, -19.64, 24.05], [9.68, -14.26, 19.26], [8.28, -14.99, 18.51], [8.04, -13.79, 19.71], [9.31, -16.67, 20.27], [8.92, -15.58, 21.54], [7.47, -15.48, 23.68], [6.80, -14.41, 22.46], [4.68, -14.25, 23.84], [5.38, -15.16, 25.15], [6.13, -13.68, 24.63], [7.79, -17.86, 24.58], [6.81, -19.07, 23.85], [8.71, -19.95, 25.09], [8.78, -20.54, 23.43], [9.83, -19.25, 23.93], [5.65, -25.65, 18.90], [5.28, -24.31, 19.52], [6.41, -23.52, 19.92], [6.32, -22.42, 21.08], [5.41, -21.26, 20.82], [7.87, -21.93, 21.36], [8.84, -22.91, 21.54], [9.40, -23.51, 20.29], [5.92, -23.21, 22.47], [6.16, -22.73, 23.77], [6.83, -23.88, 24.56], [4.79, -26.12, 18.43], [6.46, -25.59, 18.17], [5.90, -26.28, 19.75], [4.71, -23.68, 18.84], [4.77, -24.55, 20.46], [9.68, -22.45, 22.06], [8.56, -23.70, 22.24], [10.36, -24.02, 20.37], [8.74, -24.29, 19.91], [9.54, -22.65, 19.65], [6.71, -21.80, 23.94], [5.27, -22.44, 24.33], [6.13, -24.72, 24.57], [7.76, -24.24, 24.10], [7.05, -23.64, 25.60], [2.52, -16.29, 25.06], [2.92, -17.23, 23.90], [2.02, -18.26, 23.76], [2.62, -19.71, 23.23], [3.35, -19.55, 21.93], [3.53, -20.30, 24.39], [3.17, -20.03, 25.71], [4.50, -19.77, 26.50], [1.31, -20.67, 23.18], [0.28, -20.92, 24.17], [-0.98, -21.57, 23.57], [3.27, -15.53, 25.28], [1.60, -15.77, 24.79], [2.34, -16.95, 25.90], [2.97, -16.68, 22.96], [3.94, -17.57, 24.05], [2.39, -19.30, 25.91], [2.83, -20.99, 26.12], [4.45, -19.73, 27.59], [5.11, -20.65, 26.34], [4.90, -18.76, 26.34], [0.69, -21.63, 24.90], [0.02, -20.00, 24.69], [-1.71, -21.69, 24.36], [-1.35, -20.85, 22.83], [-0.79, -22.59, 23.23], [8.56, -23.01, 16.34], [7.49, -22.21, 17.06], [8.12, -21.32, 17.98], [7.42, -19.89, 18.19], [5.94, -19.87, 18.50], [8.38, -19.14, 19.26], [9.78, -19.12, 19.16], [10.42, -19.39, 20.54], [7.78, -19.10, 16.76], [7.49, -17.80, 16.55], [6.03, -17.55, 16.37], [8.23, -23.99, 16.00], [9.07, -22.39, 15.60], [9.35, -23.22, 17.07], [7.00, -21.61, 16.29], [6.79, -22.88, 17.57], [9.98, -19.95, 18.48], [10.09, -18.17, 18.74], [11.50, -19.24, 20.52], [9.87, -18.88, 21.33], [10.32, -20.43, 20.85], [7.97, -17.18, 17.30], [7.95, -17.53, 15.60], [5.52, -18.06, 15.56], [5.54, -17.93, 17.26], [5.63, -16.54, 16.28]]
}



{
  "formula": "C3H11N2",
  "method": "the ωB97M-V functional and the def2-TZVPD basis",
  "smiles": "NCCC[NH3+]",
  "e_lumo_ev": -3.905,
  "e_tot_ev": -6260.883,
  "charge": 1,
  "e_above_lowest_ev": 2.699,
  "gap_ev": 9.3,
  "largest_force_ev_per_a": 5.21,
  "symbols": ["N", "C", "C", "C", "N", "H", "H", "H", "H", "H", "H", "H", "H", "H", "H", "H"],
  "coordinates": [[1.78, 1.10, -0.17], [0.28, 1.29, -0.15], [-0.37, 0.43, 0.91], [-0.08, -1.09, 0.61], [-1.03, -1.45, -0.60], [2.09, 1.95, 0.25], [2.23, 0.91, -1.12], [0.08, 1.07, -1.22], [-0.04, 2.42, 0.16], [-0.40, 0.58, 2.02], [-1.39, 0.47, 0.51], [-0.51, -1.71, 1.41], [0.87, -1.30, 0.38], [-1.42, -2.43, -0.76], [-1.64, -0.58, -0.78], [-0.45, -1.66, -1.48]]
}



{
  "formula": "C5H13O2",
  "method": "the ωB97M-V functional and the def2-TZVPD basis",
  "e_lumo_ev": 3.889,
  "e_tot_ev": -9490.664,
  "charge": -1,
  "e_above_lowest_ev": 0.664,
  "gap_ev": 7.0,
  "largest_force_ev_per_a": 1.90,
  "symbols": ["C", "O", "C", "C", "C", "C", "H", "H", "H", "H", "H", "H", "H", "H", "H", "H", "H", "H", "H", "O"],
  "coordinates": [[-0.54, -0.01, -1.92], [0.40, -0.99, -1.85], [-0.57, 0.82, -0.65], [-1.07, 0.03, 0.58], [-0.07, 0.01, 1.73], [0.37, 1.42, 2.19], [-0.42, 0.66, -2.77], [-1.53, -0.51, -2.09], [-1.26, 1.68, -0.74], [0.41, 1.26, -0.47], [-1.26, -0.98, 0.23], [-2.03, 0.38, 0.98], [0.79, -0.57, 1.38], [-0.45, -0.47, 2.63], [0.08, 2.15, 1.44], [1.46, 1.45, 2.17], [0.05, 1.72, 3.18], [1.25, -2.13, -1.77], [2.43, -3.04, -2.54], [1.96, -2.88, -1.71]]
}



{
  "formula": "H6O3",
  "method": "the ωB97M-V functional and the def2-TZVPD basis",
  "smiles": "O.O.O",
  "e_lumo_ev": 0.592,
  "e_tot_ev": -6237.930,
  "charge": 0,
  "e_above_lowest_ev": 2.323,
  "gap_ev": 10.2,
  "largest_force_ev_per_a": 5.75,
  "symbols": ["O", "H", "H", "O", "H", "H", "O", "H", "H"],
  "coordinates": [[1.69, -0.78, 0.10], [2.45, -0.23, -0.10], [1.82, -1.57, -0.43], [0.94, 0.97, -0.12], [0.14, 1.49, -0.23], [1.08, 0.95, 0.84], [-2.74, -0.28, -0.02], [-1.81, -0.42, -0.23], [-2.76, 0.57, 0.42]]
}



{
  "formula": "C16H25BN6OPd",
  "method": "the ωB97M-V functional and the def2-TZVPD basis",
  "e_lumo_ev": 4.851,
  "e_tot_ev": -32141.878,
  "charge": -2,
  "e_above_lowest_ev": 0.843,
  "gap_ev": 3.0,
  "largest_force_ev_per_a": 0.43,
  "symbols": ["Pd", "C", "C", "C", "C", "C", "N", "N", "B", "N", "N", "C", "C", "C", "C", "C", "N", "N", "C", "C", "C", "C", "C", "H", "H", "H", "H", "H", "H", "H", "H", "H", "H", "H", "H", "H", "H", "H", "H", "H", "H", "H", "H", "H", "H", "C", "O", "H", "H", "H"],
  "coordinates": [[-1.61, 1.46, -0.73], [-3.77, -1.50, 0.81], [-2.32, -1.81, 1.00], [-1.68, -2.77, 1.81], [-0.33, -2.59, 1.59], [0.80, -3.43, 2.12], [-0.20, -1.56, 0.71], [-1.41, -1.12, 0.33], [1.05, -0.87, 0.09], [0.77, -0.56, -1.40], [-0.21, 0.29, -1.84], [-0.16, 0.26, -3.16], [-1.11, 1.09, -3.96], [0.86, -0.61, -3.61], [1.42, -1.10, -2.45], [2.55, -2.07, -2.32], [1.51, 0.45, 0.79], [1.47, 1.63, 0.15], [1.93, 2.54, 0.97], [1.96, 3.98, 0.56], [2.31, 1.95, 2.20], [2.03, 0.61, 2.03], [2.17, -0.50, 3.02], [-4.39, -2.09, 1.49], [-4.08, -1.71, -0.22], [-3.93, -0.44, 0.98], [-2.13, -3.52, 2.45], [0.38, -4.37, 2.50], [1.34, -2.96, 2.93], [1.51, -3.67, 1.33], [1.96, -1.67, 0.20], [-1.75, 1.63, -3.24], [-1.74, 0.47, -4.61], [-0.58, 1.82, -4.58], [1.14, -0.84, -4.62], [2.91, -2.34, -3.32], [2.25, -2.99, -1.80], [3.38, -1.65, -1.76], [1.46, 4.06, -0.41], [2.97, 4.37, 0.48], [1.40, 4.59, 1.27], [2.69, 2.43, 3.09], [2.80, -0.17, 3.85], [2.63, -1.37, 2.56], [1.20, -0.79, 3.42], [-3.89, 3.49, -0.15], [-3.00, 2.60, 0.37], [-3.88, 3.58, -1.25], [-3.73, 4.54, 0.22], [-4.95, 3.26, 0.11]]
}



{
  "formula": "C28H36FN5O4",
  "method": "the ωB97M-V functional and the def2-TZVPD basis",
  "smiles": "CCN(CC)CCCNC(=O)c1cn(CC)c2cc(N3CCN(C(=O)c4ccco4)CC3)c(F)cc2c1=O",
  "e_lumo_ev": 0.281,
  "e_tot_ev": -47979.128,
  "charge": 0,
  "e_above_lowest_ev": 0.000,
  "gap_ev": 8.4,
  "largest_force_ev_per_a": 1.27,
  "symbols": ["C", "C", "N", "C", "C", "C", "C", "C", "N", "C", "O", "C", "C", "N", "C", "C", "C", "C", "C", "N", "C", "C", "N", "C", "O", "C", "C", "C", "C", "O", "C", "C", "C", "F", "C", "C", "C", "O", "H", "H", "H", "H", "H", "H", "H", "H", "H", "H", "H", "H", "H", "H", "H", "H", "H", "H", "H", "H", "H", "H", "H", "H", "H", "H", "H", "H", "H", "H", "H", "H", "H", "H", "H", "H"],
  "coordinates": [[-4.75, -3.17, -1.36], [-5.78, -2.33, -0.60], [-5.26, -1.20, 0.15], [-4.37, -1.55, 1.25], [-5.07, -2.37, 2.33], [-4.70, -0.15, -0.68], [-4.96, 1.23, -0.08], [-4.42, 2.35, -0.98], [-3.00, 2.23, -1.19], [-2.11, 2.71, -0.31], [-2.39, 3.44, 0.63], [-0.70, 2.26, -0.55], [0.25, 2.79, 0.28], [1.55, 2.46, 0.28], [2.43, 3.09, 1.25], [3.29, 4.18, 0.60], [2.01, 1.51, -0.61], [3.33, 1.05, -0.58], [3.77, 0.00, -1.38], [5.02, -0.60, -1.25], [5.96, -0.07, -0.27], [5.68, -0.68, 1.13], [4.38, -1.31, 1.11], [3.34, -0.66, 1.70], [3.56, 0.28, 2.46], [1.94, -0.99, 1.39], [0.85, -0.40, 2.00], [-0.28, -0.85, 1.30], [0.19, -1.67, 0.32], [1.52, -1.77, 0.37], [4.33, -2.44, 0.21], [5.01, -2.05, -1.13], [2.86, -0.46, -2.36], [3.26, -1.38, -3.27], [1.57, -0.01, -2.43], [1.10, 0.94, -1.52], [-0.33, 1.27, -1.54], [-1.11, 0.71, -2.31], [-4.17, -2.54, -2.04], [-4.07, -3.67, -0.68], [-5.26, -3.93, -1.94], [-6.51, -1.93, -1.30], [-6.32, -2.97, 0.10], [-3.48, -2.09, 0.90], [-4.04, -0.62, 1.70], [-5.26, -3.39, 2.01], [-4.44, -2.41, 3.22], [-6.02, -1.90, 2.59], [-5.19, -0.20, -1.66], [-3.62, -0.29, -0.84], [-4.48, 1.32, 0.89], [-6.03, 1.36, 0.06], [-4.92, 2.33, -1.96], [-4.61, 3.32, -0.50], [-2.66, 1.56, -1.87], [-0.08, 3.51, 1.01], [3.04, 2.33, 1.74], [1.80, 3.54, 2.02], [3.90, 3.78, -0.20], [3.94, 4.62, 1.35], [2.65, 4.96, 0.19], [3.99, 1.47, 0.15], [6.96, -0.35, -0.61], [5.91, 1.02, -0.26], [5.68, 0.08, 1.91], [6.43, -1.44, 1.38], [0.89, 0.26, 2.83], [-1.30, -0.60, 1.49], [-0.31, -2.23, -0.46], [3.30, -2.75, 0.05], [4.87, -3.28, 0.67], [6.05, -2.38, -1.15], [4.49, -2.51, -1.96], [0.89, -0.41, -3.16]]
}